An isolated molecule of C3H8FN3, computed with ωB97M-V/def2-TZVPD.

```
15
Properties=species:S:1:pos:R:3:forces:R:3
H 2.036312 0.013371 -1.164135 -0.2 0.1 -0.2
N 1.551805 0.501154 -1.926526 -0.2 -0.2 0.1
C 0.321081 0.194058 -1.920007 1.0 -0.6 1.1
N -0.348958 -0.692255 -1.092645 -0.4 -0.4 0.5
N 0.315599 -1.148954 0.082200 -0.8 -0.5 0.0
C -0.282193 -0.497240 1.256575 -0.1 0.4 0.2
C -0.169876 1.046571 1.191808 -0.3 -1.6 0.8
F -1.181125 1.548803 0.389942 0.1 0.3 -0.3
H -0.354566 0.585606 -2.620873 -0.8 0.8 -1.1
H -1.345426 -0.482961 -0.936353 0.7 -0.1 -0.3
H 0.165274 -2.179714 0.117874 0.3 1.2 0.1
H 0.170249 -0.873526 2.170730 0.6 0.1 0.0
H -1.335485 -0.749114 1.438504 -0.2 0.1 -0.5
H -0.356256 1.433230 2.196951 0.3 0.1 -0.1
H 0.813566 1.300971 0.815955 0.0 0.4 -0.2
```
Forces are in eV/Å.

Summary:
SMILES: [H]/N=C\NNCCF
spin multiplicity: 1
energy above the lowest of the compared OMol25 structures with the same formula, charge and spin: 11.34 kcal per mole
gap between HOMO and LUMO: 10.0 eV
highest occupied orbital energy: -9.2 eV

An isolated molecule of C4H6O2, computed with ωB97M-V/def2-TZVPD.

```
12
Properties=species:S:1:pos:R:3:forces:R:3
O 0.853565 2.244331 -0.327797 -0.1 -0.3 0.0
C 0.369208 1.138109 -0.153042 0.0 0.0 0.2
C -0.970039 0.629643 -0.073629 0.0 0.2 -0.3
C -0.887212 -0.844209 -0.304221 0.0 -0.1 0.0
O 0.234965 -1.049856 0.708886 -0.1 0.0 0.1
C 1.249392 -0.102333 0.191790 0.1 0.1 0.0
H -1.844805 1.223727 -0.307382 0.1 -0.1 0.0
H -0.339506 -0.237054 1.233225 0.2 -0.2 -0.1
H -1.729891 -1.450347 0.029632 0.1 0.1 -0.1
H -0.477938 -1.239795 -1.243535 -0.1 0.1 0.1
H 1.710168 -0.579417 -0.676921 -0.1 0.1 0.1
H 1.980499 0.075991 0.979034 -0.1 0.0 -0.1
```
Forces are in eV/Å.

Summary:
spin multiplicity: 1
energy above the lowest of the compared OMol25 structures with the same formula, charge and spin: 90.65 kcal per mole
gap between HOMO and LUMO: 8.9 eV
highest occupied orbital energy: -8.3 eV

An isolated molecule of C11H11NS, computed with ωB97M-V/def2-TZVPD.

```
24
Properties=species:S:1:pos:R:3:forces:R:3
C 2.035417 -3.254102 -0.030732 -0.5 0.0 -3.9
C 1.777498 -1.712559 0.176177 3.6 -1.9 3.4
C 0.911535 -1.069932 -0.700449 -5.7 1.0 -1.4
S 1.097491 -0.693992 -2.225174 0.4 0.3 -0.6
C -0.865615 -0.769126 -0.126298 3.0 -0.7 0.7
C -0.912562 -1.406530 1.182337 -0.4 0.7 -0.5
N -0.989165 -1.793353 2.255690 0.2 -0.5 0.7
C -1.065919 0.702493 -0.020941 -0.1 1.4 -0.9
C -1.916563 1.404032 -0.962258 0.1 -2.4 0.4
C -2.027252 2.766925 -0.908252 2.7 1.4 -0.3
C -1.168067 3.481654 -0.013325 -1.9 0.5 0.5
C -0.379145 2.805540 0.907767 1.5 1.9 1.0
C -0.245882 1.430140 0.874314 -1.9 0.1 -1.4
H 2.316237 -3.454741 -1.159198 -0.5 0.8 1.8
H 2.944560 -3.622841 0.438724 -0.6 0.0 0.8
H 1.086053 -3.848917 0.023836 1.1 0.4 0.8
H 1.621315 -1.610089 1.273966 -0.8 0.2 -0.7
H 2.739436 -1.189534 0.078911 0.1 -0.3 -0.3
H -1.560823 -1.291777 -0.751604 0.0 -0.1 -0.8
H -2.483719 0.811479 -1.751581 0.9 0.8 1.2
H -2.314758 3.333752 -1.798543 -1.0 -0.2 0.5
H -1.334179 4.592002 0.091581 0.6 -1.3 -0.4
H 0.282324 3.436266 1.635207 -1.4 -1.3 -1.4
H 0.451782 0.953208 1.509844 0.5 -0.6 0.6
```
Forces are in eV/Å.

Summary:
SMILES: CCC(=S)[C@@H](C#N)c1ccccc1
spin multiplicity: 1
energy above the lowest of the compared OMol25 structures with the same formula, charge and spin: 55.45 kcal per mole
gap between HOMO and LUMO: 8.1 eV
highest occupied orbital energy: -8.7 eV